(1)
The following is a DFT calculation (ωB97M-V with the def2-TZVPD basis set) of 2 unconnected molecules or ions with the total composition C2H3ClSi at a distorted geometry.

Each line ends with the Löwdin charge.
Geometry (Å):
C  -2.4726  -0.0943  -0.1297  0.005
C  -1.5361  0.6452  0.1034  -0.026
Si  2.1249  0.2439  -0.0157  0.371
Cl  4.2083  -0.2905  0.1216  -0.022
H  -3.4324  -0.5381  -0.2234  0.011
H  -0.5755  1.0857  0.2148  -0.073
H  1.6835  -1.0519  -0.0711  -0.267

Values from the calculation:
E_LUMO: -1.22 eV
Charge: 0
Relative energy (zero: lowest compared OMol25 entry of this formula, charge and spin): 54.6 kcal per mole
Spin multiplicity: 1
Kohn-Sham gap: 8.14 eV

***

(2)
The following is a DFT calculation (ωB97M-V with the def2-TZVPD basis set) of a molecular structure, C23H18N5RuS3Se.

Each line ends with the Mulliken spin population.
Geometry (Å):
Ru  1.9910  -0.6882  2.0157  0.773
C  2.5636  -2.6363  2.7937  -0.025
C  1.2058  -2.7196  2.3330  0.018
C  0.4220  -1.8507  3.1402  -0.006
C  1.2733  -1.2089  4.0648  0.014
C  2.6125  -1.6932  3.8440  -0.009
H  3.4039  -3.1728  2.3841  -0.005
H  0.8371  -3.3436  1.5386  0.007
H  -0.6321  -1.6661  3.0210  0.002
H  0.9886  -0.4484  4.7739  0.003
H  3.4965  -1.3795  4.3744  0.001
N  -0.8373  -1.6703  0.3745  0.003
C  -1.4464  -0.4850  0.7463  -0.013
C  -2.8077  -0.4166  0.9544  0.000
C  -3.4604  0.8052  1.1778  0.000
C  -2.7639  1.9789  1.1347  0.001
C  -1.3641  1.9475  0.9452  0.001
C  -0.6191  3.1329  0.7379  0.000
C  0.7054  3.0539  0.4446  -0.002
C  1.3334  1.7994  0.5415  -0.007
N  0.6997  0.6786  0.8187  -0.018
C  -0.6782  0.7130  0.8733  0.013
H  -1.4792  -2.3181  -0.0581  0.000
H  -0.0093  -1.5397  -0.2010  0.003
H  -3.3911  -1.3267  0.8740  0.000
H  -4.5319  0.8110  1.3286  0.000
H  -3.2622  2.9353  1.2206  0.000
H  -1.1297  4.0871  0.7802  0.000
H  1.3013  3.9277  0.2264  0.000
H  2.4100  1.7342  0.4603  0.003
Se  2.7270  3.5785  4.2612  0.070
C  2.6959  2.0680  3.3537  0.038
N  2.6851  1.0698  2.7407  -0.019
S  1.9072  1.2246  -4.9399  0.002
C  2.0017  0.4284  -3.5041  -0.001
S  3.4151  0.3501  -2.4779  0.000
C  2.5342  -0.5988  -1.3131  0.001
N  1.3159  -0.8315  -1.6501  0.003
N  1.0228  -0.2583  -2.8627  0.000
C  -0.3356  -0.3427  -3.3072  -0.001
C  -0.6565  -1.1059  -4.4164  0.001
C  -1.9832  -1.1957  -4.8079  0.000
C  -2.9707  -0.5326  -4.0908  0.000
C  -2.6341  0.2349  -2.9847  0.000
C  -1.3075  0.3389  -2.5950  0.001
S  3.2952  -1.1743  0.1480  0.148
H  0.1277  -1.6095  -4.9651  0.000
H  -2.2468  -1.7860  -5.6754  0.000
H  -4.0048  -0.6090  -4.4005  0.000
H  -3.3987  0.7611  -2.4278  0.000
H  -1.0217  0.9491  -1.7480  0.000

Values from the calculation:
⟨S²⟩: 0.759
E_LUMO (alpha / beta): -0.62 / -1.60 eV
Charge: 0
Relative energy (zero: lowest compared OMol25 entry of this formula, charge and spin): 6.2 kcal per mole
Spin multiplicity: 2
Kohn-Sham gap (alpha / beta): 7.15 / 6.16 eV

***

(3)
The following is a DFT calculation (ωB97M-V with the def2-TZVPD basis set) of a gas-phase ion, C4H12NO3 (charge +1) at a distorted geometry.

Each line ends with the Löwdin charge.
Geometry (Å):
C  -2.4571  -0.7028  0.0452  0.041
N  -1.0104  -1.1385  0.1263  0.075
C  0.1038  -0.1229  -0.5194  -0.471
O  -0.3880  0.2402  -1.7118  0.118
O  0.3128  0.8162  0.4572  -0.082
C  0.2199  2.2127  0.2027  -0.011
O  1.3737  -1.0576  -0.6688  -0.088
C  2.4955  -0.7884  0.1798  -0.087
H  -2.2876  0.2021  0.6096  0.099
H  -2.7140  -0.5645  -1.0395  0.128
H  -2.9500  -1.5156  0.5163  0.095
H  -0.6373  -1.3371  1.0201  0.146
H  -0.9487  -2.1127  -0.4345  0.240
H  0.1660  0.0991  -2.5037  0.173
H  -0.7800  2.5320  0.4001  0.083
H  0.3091  2.4148  -1.0054  0.158
H  1.1148  2.6043  0.6797  0.105
H  2.7659  0.2308  0.5360  0.102
H  3.3176  -1.2605  -0.3403  0.100
H  2.4539  -1.1693  1.1803  0.076

Values from the calculation:
E_LUMO: -3.17 eV
Charge: +1
SMILES string: C[NH2+]C(O)(OC)OC
Relative energy (zero: lowest compared OMol25 entry of this formula, charge and spin): 80.1 kcal per mole
Spin multiplicity: 1
Kohn-Sham gap: 11.35 eV

***

> relative energy (zero: lowest compared OMol25 entry of this formula, charge and spin) of number 1 (C2H3ClSi)?

54.6 kcal per mole

***

> Which of these has the highest relative energy (zero: lowest compared OMol25 entry of this formula, charge and spin)?

C4H12NO3

***

> Among the records above, which one has the highest spin multiplicity?

C23H18N5RuS3Se

***

> The highest spin multiplicity belongs to which entry?

C23H18N5RuS3Se